(1)
Entry from OMol25: a molecular structure, C54H52Cl2N4O4P2Si2W at a distorted geometry (the ωB97M-V functional and the def2-TZVPD basis).

XYZ file:
```
121
Properties=species:S:1:pos:R:3:forces:R:3
W 0.09348 1.32331 -0.12089 0.5988 0.9664 -0.1567
C 3.42927 1.47098 3.88062 -0.0139 0.0038 0.0526
C 2.31603 1.94936 4.55620 0.0597 -0.0206 0.0261
C 1.10466 2.16329 3.91684 -0.0565 -0.0640 -0.0987
C 0.96411 1.91164 2.54204 0.0489 -0.2409 0.1503
C 2.11114 1.41727 1.87761 -0.0700 -0.0894 -0.0994
C 3.31114 1.19547 2.52414 -0.0885 0.0254 -0.0193
N -0.16715 2.00652 1.77434 -0.3906 -0.3041 -0.1089
C -1.42025 2.57124 2.00221 -0.0621 -0.0340 0.1563
C -1.90553 3.20723 3.14792 0.0153 -0.0539 -0.0182
C -3.22916 3.62517 3.20675 0.0046 0.0118 0.0931
C -4.10101 3.41920 2.15160 -0.0263 -0.0031 -0.0428
C -3.62092 2.83723 0.98587 0.0931 0.2622 -0.0488
C -2.29683 2.46310 0.90043 -0.2668 -0.4944 -0.0660
N -1.74573 2.02981 -0.34534 0.3227 0.1225 -0.3092
N -1.74610 0.62487 -0.56933 0.3742 -0.5836 -0.3663
C -1.73187 0.41039 -1.98391 0.0986 0.7695 0.7436
C -2.85479 0.01760 -2.65059 -0.3970 0.1017 -0.9304
C -2.98309 0.29693 -4.02026 0.1042 0.1181 0.4402
C -2.04345 1.19370 -4.56146 -0.4333 -0.2059 0.0660
C -0.91838 1.53431 -3.87669 0.1660 -0.2303 0.6205
N -0.56692 0.89197 -2.65261 -0.3540 0.2273 -0.0844
H 4.36905 1.32643 4.39529 0.0083 -0.0053 -0.0023
H 2.38696 2.16773 5.61493 0.0013 0.0019 0.0060
H 0.27498 2.52608 4.49855 -0.0334 -0.0127 -0.0013
H 2.13518 1.16376 0.79405 -0.0721 0.2872 0.0725
H 4.15916 0.82575 1.96103 0.0074 0.0042 -0.0111
H -1.27085 3.39992 3.99635 0.0209 -0.0054 -0.0052
H -3.57766 4.11933 4.10573 -0.0024 0.0097 -0.0014
H -5.13026 3.74607 2.21960 -0.0130 -0.0055 -0.0067
H -4.24055 2.73892 0.10337 -0.0145 -0.0157 0.0021
H -3.69520 -0.34774 -2.07011 0.0512 -0.0971 -0.0110
H -3.85721 -0.00646 -4.57745 -0.0207 0.0161 0.0044
H -2.21430 1.66288 -5.52171 0.0016 -0.0394 -0.0070
H -0.21992 2.25561 -4.26094 0.1064 -0.0853 -0.0008
C 0.19124 -1.41979 -4.32369 -0.0740 0.1606 0.0806
Si 0.96773 -0.15225 -3.17601 0.2952 -0.1335 -0.1542
C 2.56572 -0.83948 -2.40921 -0.0840 0.0437 -0.1393
C 1.89018 1.12150 -4.18823 -0.0495 -0.0328 0.1625
C 2.28597 0.92561 -5.50865 0.0135 -0.0523 -0.0805
C 3.22673 1.75604 -6.10004 0.0183 0.0023 -0.0204
C 3.79012 2.78473 -5.35856 -0.0054 -0.0007 0.0120
C 3.39078 2.98912 -4.04524 0.0453 -0.0646 -0.0797
C 2.43746 2.16595 -3.43458 0.1846 0.2758 0.0175
Si 1.69798 2.84151 -1.78875 -0.5040 -0.7243 0.1811
C 3.23242 3.38155 -0.81995 -0.0801 0.1386 -0.2710
C 0.63845 4.17088 -2.63530 0.2289 0.0996 0.0539
H 0.87721 -2.23924 -4.53942 0.0286 0.0162 0.0244
H -0.04423 -0.91100 -5.26000 0.0102 -0.0042 -0.0215
H -0.74285 -1.83505 -3.94982 0.0122 0.0057 -0.0029
H 3.12664 -1.13167 -3.30444 0.0874 0.0010 0.0162
H 2.50107 -1.68936 -1.73865 -0.0382 -0.0828 -0.0039
H 3.14841 -0.04592 -1.93708 -0.0531 -0.0031 0.0648
H 1.86625 0.11045 -6.08892 -0.0126 -0.0180 -0.0097
H 3.52645 1.59806 -7.12886 -0.0076 -0.0051 -0.0035
H 4.53342 3.43328 -5.80631 0.0036 0.0050 -0.0054
H 3.82518 3.81979 -3.49919 -0.0042 -0.0053 0.0244
H 3.62863 4.30263 -1.25613 0.0570 0.0200 0.0485
H 4.01126 2.61940 -0.90381 0.0016 -0.0345 0.0050
H 3.02356 3.58158 0.22804 -0.0258 -0.0249 0.0282
H 0.75051 4.11176 -3.71752 0.0220 0.0530 -0.0113
H 0.99133 5.15791 -2.32783 -0.0534 0.0735 0.0121
H -0.41721 4.10415 -2.38104 -0.0467 -0.0484 0.0518
O 0.01041 -0.62185 1.50011 0.0584 0.3037 0.1597
P -1.20487 -1.39220 1.93511 0.2636 0.1281 -0.4584
C -1.75960 -2.24149 0.43766 0.3590 -0.1982 0.0026
P -0.19625 -2.29898 -0.53729 -0.5492 -0.6641 -0.2566
O 0.31034 -0.96811 -1.03776 -0.1308 0.2888 0.1461
C 1.06168 -3.20374 0.37575 -0.0094 0.1584 0.0025
C 0.91831 -4.56485 0.63079 -0.0202 -0.0447 0.0601
C 1.91694 -5.24793 1.30446 -0.0194 0.0037 0.0381
C 3.06365 -4.57631 1.70829 0.0224 -0.0256 0.0240
C 3.20862 -3.22109 1.45397 -0.0483 0.0351 -0.0211
C 2.20318 -2.52969 0.79533 0.0674 -0.0098 0.0378
C -0.63265 -3.42282 -1.89471 0.3067 0.0565 0.0981
C 0.40094 -4.13649 -2.50188 0.0352 -0.0364 -0.0038
C 0.14323 -4.97475 -3.57381 -0.0003 0.0100 0.0149
C -1.15174 -5.10320 -4.05369 -0.0213 0.0061 -0.0070
C -2.18535 -4.39427 -3.45939 -0.0074 0.0010 -0.0040
C -1.92793 -3.55804 -2.38382 -0.0906 0.0500 0.0236
C -0.66956 -2.69315 3.05144 -0.0847 0.0517 0.1964
C -1.47013 -3.79068 3.34405 -0.0401 -0.1326 0.0786
C -1.03764 -4.74163 4.25481 -0.0094 0.0120 -0.0078
C 0.18639 -4.58321 4.89108 0.0205 0.0131 0.0080
C 0.97627 -3.47568 4.61641 0.0124 -0.0391 -0.0083
C 0.55132 -2.52890 3.69676 0.0800 -0.0499 -0.0313
C -2.47303 -0.52903 2.83609 0.1720 -0.1602 0.3453
C -3.79995 -0.42928 2.45357 -0.0648 0.0036 -0.1600
C -4.73645 0.06489 3.35009 -0.0305 0.0217 -0.0267
C -4.34468 0.45101 4.62117 -0.0264 0.0320 -0.0009
C -3.01065 0.37524 4.99971 0.0857 0.0314 -0.0388
C -2.07128 -0.11435 4.11159 -0.1633 0.0265 0.0125
H -2.49514 -1.71756 -0.16752 -0.0226 0.2479 0.1557
H -2.08855 -3.26458 0.62791 0.0115 -0.0170 -0.0206
H 0.03388 -5.09677 0.29970 -0.0075 0.0034 -0.0078
H 1.80325 -6.30361 1.51146 -0.0007 -0.0089 -0.0039
H 3.84615 -5.11446 2.22787 0.0018 -0.0006 -0.0005
H 4.09878 -2.69724 1.77597 0.0074 0.0094 0.0027
H 2.29317 -1.46527 0.62592 0.0053 -0.0098 -0.0377
H 1.41582 -4.03532 -2.13640 0.0005 0.0043 -0.0048
H 0.95315 -5.52107 -4.03870 0.0084 0.0025 0.0034
H -1.35505 -5.75337 -4.89444 -0.0069 -0.0021 -0.0026
H -3.19517 -4.48435 -3.83668 -0.0036 -0.0030 -0.0051
H -2.74757 -2.99561 -1.95736 0.0129 0.0157 0.0445
H -2.44169 -3.91344 2.87813 -0.0082 0.0431 -0.0389
H -1.65989 -5.59894 4.47499 0.0029 -0.0101 0.0079
H 0.52203 -5.32206 5.60723 -0.0002 -0.0060 -0.0014
H 1.92947 -3.35004 5.11307 0.0030 0.0008 0.0100
H 1.16778 -1.66862 3.46297 -0.0088 0.0259 -0.0049
H -4.10445 -0.71699 1.45432 0.0053 -0.0173 0.0097
H -5.77093 0.15569 3.04761 -0.0087 0.0045 0.0088
H -5.07846 0.83303 5.31891 -0.0151 -0.0007 -0.0095
H -2.70244 0.70403 5.98357 -0.0091 -0.0028 0.0000
H -1.02744 -0.17459 4.40297 -0.0330 -0.0173 -0.0038
Cl 1.75490 6.60224 0.04165 0.0531 -0.0017 -0.0852
C 0.50706 5.76395 0.98884 -0.0611 -0.0238 -0.0801
Cl 1.19237 5.14520 2.49993 0.0279 0.0669 0.0151
C -0.17193 4.64201 0.15788 -0.0401 -0.0077 0.5582
O -1.28141 4.88522 -0.25674 0.0177 0.0728 -0.2193
O 0.52985 3.56103 0.07439 0.1586 -0.2091 -0.5206
H -0.24547 6.50107 1.24169 0.0041 -0.0300 -0.0106
```
Positions in Å, forces in eV/Å.

Summary:
Net charge: 0
Energy relative to the best compared isomer or geometry (same formula, charge and spin): 430.9 kJ/mol
LUMO level (alpha / beta): -0.023 / -0.023 Ha
Spin multiplicity: 1
Max |F|: 1.1 eV/A
M: 1193.9 g/mol
Gap between HOMO and LUMO (alpha / beta): 4.77 / 4.77 eV
HOMO (alpha / beta): -0.198 / -0.198 hartree

Löwdin atomic charge list, values in e, 4 entries: 1.563, -0.107, -0.094, -0.065

=====

(2)
Entry from OMol25: 9 unconnected molecules or ions with the total composition C54H53O3PS at a distorted geometry (the ωB97M-V functional and the def2-TZVPD basis).

XYZ file:
```
112
Properties=species:S:1:pos:R:3:forces:R:3
O 1.51527 2.63659 2.55627 -0.7341 1.9652 -1.2960
P 0.94639 3.97241 2.08045 0.3161 -3.4872 2.4488
C -0.93733 3.92582 2.27704 -0.5821 0.7270 -0.5093
C -1.67975 5.04087 2.04113 -0.0297 -1.9448 0.1371
C -3.21318 4.91464 2.28870 0.2912 0.3545 -0.3331
O -3.79614 5.82609 2.82150 -0.0421 -0.5636 -0.4485
C -3.89702 3.57320 1.87079 0.8927 0.0125 0.8782
S -5.56962 3.55605 1.17556 0.3772 0.1059 0.4573
C -3.16528 2.44467 2.07091 0.1572 1.3613 -0.0781
C -1.72630 2.60964 2.72570 -0.4116 0.4956 -0.9883
O -1.31538 1.82152 3.52589 -0.1265 0.3532 -0.4147
H 1.33022 4.31689 0.75609 -0.5153 0.3333 0.2732
H 1.44046 4.96128 2.98281 -0.5134 0.3385 -0.7751
H -1.20628 5.98212 1.70106 -0.7150 -0.4222 0.4333
H -6.34492 4.07236 2.18957 0.9182 -0.1893 -0.3573
H -3.60445 1.45838 1.81740 0.6697 0.5503 0.5252
C -6.47635 -1.43355 0.64437 -0.0017 -0.0041 -0.0101
C -5.52812 -0.81364 1.44884 0.0749 -0.0284 0.0016
C -4.56556 -1.57381 2.10329 -0.0234 0.0142 -0.0442
C -4.55396 -2.95554 1.95644 0.0155 -0.0054 0.0032
C -5.50766 -3.57607 1.15915 -0.0023 0.0322 -0.0220
C -6.46780 -2.81565 0.50197 0.0338 0.0085 0.0195
H -7.22235 -0.83990 0.12913 0.0219 -0.0205 0.0286
H -5.53829 0.26466 1.56569 -0.0774 -0.0271 -0.0136
H -3.82352 -1.08954 2.72858 -0.0221 -0.0343 -0.0051
H -3.80244 -3.54886 2.46422 -0.0398 0.0033 -0.0144
H -5.50234 -4.65454 1.04900 0.0131 0.0409 0.0253
H -7.20997 -3.30072 -0.12180 0.0201 0.0348 0.0132
C -0.87760 0.62168 -3.30912 -0.0285 0.0004 0.0394
C 0.19843 1.12435 -2.58973 0.0149 -0.0137 -0.0437
C 0.07242 1.35719 -1.22692 0.1761 0.1150 0.1015
C -1.12358 1.09492 -0.57640 -0.1367 0.0126 -0.2080
C -2.20494 0.60324 -1.30049 -0.0313 0.0186 0.0803
C -2.08154 0.36413 -2.66420 0.0231 0.0133 0.0456
H -0.77980 0.43299 -4.37198 -0.0083 0.0236 0.0333
H 1.13643 1.33509 -3.09119 -0.0365 -0.0089 0.0160
H 0.91403 1.74671 -0.66425 0.0029 -0.0630 -0.0085
H -1.21163 1.28145 0.48702 0.0331 -0.1023 -0.0285
H -3.14653 0.40409 -0.79995 0.0298 -0.0308 -0.0266
H -2.92450 -0.02221 -3.22487 0.0280 0.0101 0.0369
C 3.93868 -0.60252 -7.25776 -0.0212 0.0265 0.0386
C 5.01232 -0.09671 -6.53451 -0.0105 -0.0311 0.0153
C 4.88391 0.13629 -5.17053 0.0035 -0.0962 -0.0231
C 3.68066 -0.13226 -4.53020 -0.0066 0.0130 -0.0100
C 2.60458 -0.62905 -5.25501 -0.0209 0.0072 -0.0099
C 2.73316 -0.86603 -6.61824 0.0488 0.0296 0.0040
H 4.04095 -0.79026 -8.32002 -0.0039 0.0169 0.0394
H 5.95034 0.11560 -7.03444 -0.0373 -0.0153 0.0206
H 5.72211 0.52770 -4.60572 -0.0357 -0.0200 -0.0106
H 3.58125 0.04712 -3.46585 0.0055 -0.0054 -0.0338
H 1.66378 -0.83300 -4.75607 0.0473 -0.0115 -0.0041
H 1.89418 -1.25568 -7.18272 0.0346 0.0097 0.0247
C -2.98423 -8.27619 3.78463 0.0160 0.0413 -0.0238
C -3.91870 -8.08569 2.77422 0.0083 0.0029 -0.0012
C -3.66368 -7.17802 1.75369 0.0300 0.0229 0.0317
C -2.47527 -6.45706 1.74547 -0.0340 -0.0044 0.0218
C -1.54483 -6.64122 2.76095 -0.0069 -0.0079 0.0047
C -1.79831 -7.55162 3.77959 -0.0392 -0.0054 -0.0263
H -3.18034 -8.98881 4.57697 0.0017 0.0342 -0.0260
H -4.84649 -8.64581 2.78172 0.0438 0.0174 -0.0057
H -4.39150 -7.03213 0.96367 0.0331 -0.0260 0.0176
H -2.27508 -5.75073 0.94808 -0.0089 -0.0191 0.0288
H -0.62064 -6.07511 2.75810 -0.0385 -0.0287 -0.0056
H -1.07165 -7.69675 4.57020 -0.0264 0.0072 -0.0344
C -8.35425 -6.03937 -4.76875 -0.0172 0.0154 0.0431
C -7.26005 -5.54759 -4.06790 -0.0096 -0.0115 0.0066
C -7.35845 -5.30979 -2.70257 -0.0563 -0.0139 0.0238
C -8.55402 -5.56033 -2.03809 0.0497 0.0184 -0.0677
C -9.65068 -6.04369 -2.74109 0.0071 -0.0028 0.0011
C -9.55072 -6.28469 -4.10572 0.0417 0.0132 0.0103
H -8.27518 -6.23084 -5.83232 -0.0046 0.0164 0.0392
H -6.32902 -5.35006 -4.58625 -0.0362 -0.0171 0.0262
H -6.50337 -4.92904 -2.15549 -0.0264 -0.0086 -0.0256
H -8.63090 -5.37755 -0.97240 -0.0072 -0.0107 -0.0330
H -10.58438 -6.23363 -2.22463 0.0438 0.0025 -0.0205
H -10.40546 -6.66381 -4.65333 0.0336 0.0124 0.0255
C 6.90522 3.31108 2.52604 -0.0368 0.0188 0.0132
C 7.57842 2.24888 1.93581 0.0004 0.0011 0.0022
C 6.86263 1.20799 1.35751 -0.0433 0.0002 0.0102
C 5.47285 1.22699 1.37394 0.0532 0.0489 0.0370
C 4.79717 2.28393 1.97343 -0.1436 0.0845 -0.0869
C 5.51516 3.32744 2.54680 0.1030 -0.0208 -0.1700
H 7.46361 4.12675 2.97097 -0.0146 -0.0334 -0.0078
H 8.66215 2.23282 1.92534 -0.0451 0.0046 -0.0047
H 7.38787 0.38112 0.89367 -0.0151 0.0322 0.0235
H 4.91499 0.41600 0.92059 0.0088 0.0242 0.0327
H 3.71012 2.30673 1.99458 0.1498 -0.0940 0.0485
H 4.99059 4.15471 3.01146 0.0166 -0.0411 0.0101
C 5.84937 6.10745 -4.48885 -0.0267 -0.0359 -0.0029
C 6.70304 5.01158 -4.51768 -0.0011 -0.0038 -0.0100
C 6.22842 3.77104 -4.92608 -0.0569 0.0424 0.0028
C 4.89864 3.62482 -5.30185 -0.0185 0.0535 -0.0059
C 4.04271 4.71906 -5.26450 0.0402 0.0319 0.0177
C 4.51796 5.96056 -4.85963 0.0260 -0.0312 0.0071
H 6.22123 7.07619 -4.17660 -0.0130 -0.0398 -0.0029
H 7.73967 5.12459 -4.22224 -0.0430 -0.0008 -0.0181
H 6.89572 2.91702 -4.95161 -0.0181 0.0332 -0.0018
H 4.52948 2.65896 -5.62260 -0.0020 0.0557 0.0110
H 3.00394 4.60411 -5.55212 0.0475 -0.0012 0.0000
H 3.85090 6.81434 -4.83275 0.0277 -0.0303 -0.0070
C 5.06838 2.40174 5.84350 -0.0215 -0.0312 0.0250
C 6.14186 2.89971 6.57175 -0.0299 -0.0004 0.0311
C 6.01134 3.12678 7.93666 -0.0293 -0.0026 -0.0125
C 4.80489 2.85958 8.57287 0.0060 0.0040 -0.0418
C 3.72834 2.36999 7.84276 0.0295 0.0101 -0.0116
C 3.86007 2.13950 6.47850 0.0095 0.0106 0.0346
H 5.17244 2.21868 4.78105 -0.0086 -0.0143 0.1091
H 7.08207 3.11037 6.07455 -0.0362 -0.0274 0.0071
H 6.84995 3.51207 8.50510 -0.0324 -0.0170 -0.0185
H 4.70346 3.03409 9.63763 0.0026 -0.0013 -0.0377
H 2.78557 2.16698 8.33770 0.0425 0.0008 -0.0182
H 3.02142 1.75569 5.90893 0.0396 0.0192 0.0016
```
Positions in Å, forces in eV/Å.

Summary:
Net charge: 0
LUMO level: -0.052 Ha
Spin multiplicity: 1
Max |F|: 4.3 eV/A
SMILES: O=[PH2]C1=CC(=O)C(S)=CC1=O.c1ccccc1.c1ccccc1.c1ccccc1.c1ccccc1.c1ccccc1.c1ccccc1.c1ccccc1.c1ccccc1
M: 813.1 g/mol
Gap between HOMO and LUMO: 7.61 eV
HOMO: -0.331 hartree

Löwdin atomic charge list, values in e, 4 entries: -0.483, 0.761, -0.213, 0.006